No. 1
This record from the Open Molecules 2025 dataset describes a cluster of 12 separate species, C4H22BO19 in total. The level of theory is ωB97M-V with the def2-TZVPD basis set.

CARTESIAN COORDINATES (ANGSTROEM)
O  -24.47449  26.86026  -9.86771
C  -23.49796  26.38500  -10.36007
O  -22.53680  27.07589  -10.97585
B  -21.43384  26.17107  -11.30170
O  -21.96152  24.81716  -11.06592
C  -23.09712  24.88801  -10.38026
O  -23.70476  23.99698  -9.88109
O  -20.22965  26.43716  -10.46081
C  -19.14480  26.27885  -11.19614
O  -18.00550  26.23213  -10.84721
C  -19.60619  26.27035  -12.67823
O  -20.92558  26.26173  -12.67902
O  -18.92359  26.28895  -13.66178
O  -26.55377  27.66715  -12.01970
H  -27.11117  27.09006  -11.49126
H  -25.92014  28.03718  -11.38446
O  -22.18790  24.48612  -14.62116
H  -22.12149  24.50405  -15.58007
H  -21.73407  25.28856  -14.32794
O  -21.07663  29.45330  -9.71810
H  -21.53420  28.69140  -10.09514
H  -20.74692  29.13330  -8.87365
O  -21.40904  22.29841  -12.82390
H  -21.70788  23.13133  -13.22392
H  -21.98150  21.63247  -13.21265
O  -16.19408  24.18924  -9.32088
H  -15.88317  25.02731  -9.67658
H  -15.54951  23.93635  -8.65445
O  -25.06871  29.78654  -10.61856
H  -25.08243  30.20913  -11.48320
H  -24.14108  29.57906  -10.45542
O  -18.82254  29.57976  -13.48726
H  -18.11506  29.84249  -12.89169
H  -18.82288  28.61759  -13.44685
O  -16.70477  24.54192  -14.48420
H  -17.13795  25.09047  -13.81469
H  -17.15046  23.69212  -14.40488
O  -19.08977  25.18838  -16.48033
H  -19.06203  26.12877  -16.28066
H  -18.27556  24.85608  -16.08048
O  -25.87115  26.97885  -6.76321
H  -25.64905  27.30643  -7.64320
H  -25.13801  27.26011  -6.20947
O  -19.93410  22.70822  -10.19982
H  -20.74524  23.02656  -10.61578
H  -19.58568  22.07743  -10.83493

Computed properties:
* calculated total energy: -44093.3637 eV
* HOMO-LUMO gap: 10.4513 eV
* HOMO level: -8.0 eV
* net charge: -1
* maximum force: 0.7 eV Å⁻¹
* LUMO: 2.50 eV

=====

No. 2
This record from the Open Molecules 2025 dataset describes an isolated molecule of C6H6O2. The level of theory is ωB97M-V with the def2-TZVPD basis set.

CARTESIAN COORDINATES (ANGSTROEM)
C  2.77246  -0.47356  0.20255
C  1.54198  -0.01141  0.04416
C  0.95311  1.34604  0.03996
C  -0.39516  1.23099  -0.24195
C  -0.74155  -0.38983  -0.45142
C  -1.82843  -0.56245  0.49877
O  -2.89183  0.02405  0.07244
O  0.65239  -1.01697  -0.24528
H  3.66503  0.17330  0.35245
H  2.71459  -1.45250  -0.11747
H  1.49068  2.14876  0.81503
H  -0.80217  2.18287  -0.21987
H  -1.28277  -0.65169  -1.30681
H  -1.68431  -1.29613  1.30699

Computed properties:
* calculated total energy: -10409.4432 eV
* HOMO-LUMO gap: 8.4701 eV
* HOMO level: -8.6 eV
* maximum force: 5.6 eV Å⁻¹
* LUMO: -0.16 eV
* SMILES: C=C1C=C[C@H](C=O)O1

=====

No. 3
This record from the Open Molecules 2025 dataset describes a structure of composition C10H15FLuN2O3S. The level of theory is ωB97M-V with the def2-TZVPD basis set.

CARTESIAN COORDINATES (ANGSTROEM)
N  3.39674  -0.29405  2.21160
C  3.57365  -0.75550  0.88800
C  3.13071  0.23251  -0.23380
C  1.67762  0.06538  -0.70326
C  0.61024  -0.00600  0.39416
C  -0.85630  0.31098  -0.04880
C  -1.36887  1.54461  0.66296
C  -2.77727  2.02986  0.36708
F  -2.92163  2.16022  -1.00644
O  -0.88020  0.47547  -1.54549
C  -0.93656  -0.68425  -2.01964
O  -0.82378  -0.91282  -3.28626
O  -1.19324  -1.66754  -1.21826
C  -1.68825  -0.98429  0.05261
N  -3.06800  -0.82346  -0.15263
C  -3.91099  -1.69266  0.12093
S  -4.99208  -2.74115  0.39661
H  2.68334  -0.70951  2.79788
H  3.44249  0.70616  2.37642
H  3.13192  -1.74625  0.78910
H  4.66164  -0.87958  0.72106
H  3.78147  0.05003  -1.08607
H  3.29707  1.25808  0.09981
H  1.48315  0.91646  -1.35879
H  1.64700  -0.85419  -1.29921
H  0.63410  -0.99293  0.85916
H  0.86195  0.71925  1.16948
H  -0.65270  2.34290  0.45643
H  -1.30939  1.31183  1.73043
H  -3.54466  1.35133  0.72597
H  -2.93672  2.99947  0.83336
H  -1.47603  -1.57068  0.94293
Lu  -2.42116  -1.79065  -4.36624

Computed properties:
* calculated total energy: -66874.5070 eV
* HOMO-LUMO gap: 1.6752 eV
* HOMO level: -16.9 eV
* net charge: +3
* maximum force: 2.4 eV Å⁻¹
* LUMO: -15.18 eV

=====

No. 4
This record from the Open Molecules 2025 dataset describes a cluster of 5 separate species, C35H36N5O12P in total. The level of theory is ωB97M-V with the def2-TZVPD basis set.

CARTESIAN COORDINATES (ANGSTROEM)
C  0.02756  1.17572  1.88357
C  -1.41973  0.69270  2.38217
C  -2.04178  -0.52815  1.53455
C  -0.92914  -1.57655  1.05920
C  -1.47437  -3.12105  1.00595
C  -0.15938  -4.02181  1.20455
C  0.16388  -4.72933  2.38898
P  -0.96210  -4.73706  3.89411
N  -0.06685  -5.22116  5.13534
O  -2.19369  -5.89550  3.65390
O  -1.62875  -3.19173  4.24583
C  1.56974  -5.52000  2.35207
O  1.73081  -6.63695  2.88379
C  2.74465  -4.73192  1.57847
C  2.42106  -4.00634  0.39190
C  0.87021  -4.08675  -0.03677
O  0.48375  -4.19762  -1.22079
H  0.88915  0.86727  2.58139
H  0.30756  0.84965  0.82957
H  0.04086  2.32653  1.89300
H  -1.30728  0.40456  3.48852
H  -2.12064  1.59683  2.30222
H  -2.82287  -1.03099  2.19723
H  -2.52410  -0.09948  0.59333
H  -0.12114  -1.58522  1.88538
H  -0.44538  -1.34655  0.05679
H  -1.89473  -3.28833  -0.05456
H  -2.26968  -3.31394  1.80352
H  -0.49813  -6.09825  5.48337
H  -2.61179  -5.78891  2.76938
H  -0.91462  -2.59064  4.55641
H  3.81933  -4.70018  1.97120
H  3.17321  -3.39826  -0.20242
O  -4.84492  -1.85387  -0.90765
N  -4.11798  -2.26949  -1.79753
O  -3.04249  -1.76963  -2.10384
C  -4.56478  -3.44214  -2.55216
C  -5.79942  -4.01796  -2.26002
C  -6.22993  -5.11674  -2.99526
C  -5.42890  -5.63440  -4.00874
C  -4.19222  -5.06075  -4.28840
C  -3.75478  -3.95989  -3.56015
H  -6.43250  -3.62387  -1.47307
H  -7.19234  -5.56875  -2.78054
H  -5.77075  -6.48903  -4.58445
H  -3.57074  -5.47017  -5.07739
H  -2.79064  -3.51994  -3.78958
O  0.47924  4.09788  3.37929
N  -0.42018  4.85853  3.05239
O  -1.60460  4.66614  3.28179
C  -0.05332  6.07989  2.33273
C  1.28355  6.31735  2.01915
C  1.62436  7.46620  1.31503
C  0.63609  8.36878  0.93371
C  -0.69547  8.13051  1.25909
C  -1.04603  6.98262  1.96073
H  2.06242  5.62184  2.31050
H  2.66115  7.65760  1.05992
H  0.90539  9.26246  0.37875
H  -1.46088  8.83872  0.96186
H  -2.08745  6.80674  2.20533
O  -2.08086  7.46865  -1.20690
N  -1.22967  7.87790  -1.98225
O  -0.12114  7.38282  -2.11496
C  -1.55925  9.04457  -2.80387
C  -2.79973  9.66130  -2.65544
C  -3.09913  10.78315  -3.42055
C  -2.16643  11.27762  -4.32718
C  -0.93318  10.65065  -4.47792
C  -0.62406  9.52990  -3.71496
H  -3.53480  9.28572  -1.95257
H  -4.05945  11.27487  -3.30818
H  -2.40150  12.15700  -4.91886
H  -0.21111  11.03863  -5.18823
H  0.34131  9.05220  -3.83931
O  5.87737  -3.34789  -0.57374
N  6.65087  -3.94226  0.16402
O  7.18903  -3.44815  1.14208
C  6.95497  -5.33987  -0.14985
C  6.38945  -5.92931  -1.27859
C  6.69967  -7.24930  -1.58583
C  7.56365  -7.97079  -0.76764
C  8.11695  -7.37918  0.36400
C  7.81463  -6.05877  0.67756
H  5.71503  -5.37785  -1.92390
H  6.27008  -7.71590  -2.46577
H  7.80792  -8.99956  -1.01375
H  8.78740  -7.94722  0.99975
H  8.25449  -5.60815  1.56018

Computed properties:
* calculated total energy: -78173.7837 eV
* HOMO-LUMO gap: 7.4081 eV
* HOMO level: -8.3 eV
* maximum force: 4.4 eV Å⁻¹
* LUMO: -0.94 eV
* SMILES: CCCCCC1=C(P(=N)(O)O)C(=O)C=CC1=O.O=[N+]([O-])c1ccccc1.O=[N+]([O-])c1ccccc1.O=[N+]([O-])c1ccccc1.O=[N+]([O-])c1ccccc1

=====

No. 5
This record from the Open Molecules 2025 dataset describes a structure of composition C30H44BrClIN4O4Sb2Sc. The level of theory is ωB97M-V with the def2-TZVPD basis set.

CARTESIAN COORDINATES (ANGSTROEM)
Sc  0.60808  0.63106  0.02515
O  -4.04349  2.06000  -4.55619
C  -3.14797  1.69102  -3.64209
C  -3.16629  0.45781  -2.98384
C  -2.17691  0.19799  -2.06439
N  -1.19148  1.04759  -1.73093
C  -1.20726  2.21471  -2.37290
Br  0.13572  3.44771  -1.91662
C  -2.13418  2.59354  -3.32775
H  -4.70148  1.37085  -4.71344
H  -3.92429  -0.28482  -3.19052
H  -2.15416  -0.76283  -1.56659
H  -2.08291  3.55461  -3.81546
C  -1.78554  -1.71645  3.17936
Sb  -1.94790  -1.18911  1.12568
C  -3.83567  -0.19059  1.20089
C  -2.53185  -3.13096  0.38780
C  -1.38766  -4.09407  0.47498
C  -1.18595  -4.77257  1.67439
C  -0.14457  -5.66831  1.83972
C  0.71352  -5.92019  0.78295
C  0.51506  -5.26931  -0.42286
C  -0.51739  -4.34882  -0.59597
C  -0.63787  -3.66576  -1.92248
Sb  0.54034  -1.87269  -1.92107
C  0.23863  -1.20184  -3.92503
C  2.47497  -2.73300  -2.11199
H  -2.67641  -2.25192  3.50484
H  -1.67437  -0.82568  3.79230
H  -0.91003  -2.34518  3.32137
H  -4.66217  -0.89424  1.27949
H  -3.99171  0.43460  0.32449
H  -3.85274  0.44232  2.08809
H  -2.93575  -3.05620  -0.62149
H  -3.34969  -3.46747  1.02631
H  -1.87477  -4.61546  2.49368
H  -0.02065  -6.18823  2.77904
H  1.51456  -6.63912  0.88356
H  1.15893  -5.50225  -1.26166
H  -1.66638  -3.41917  -2.18352
H  -0.25574  -4.30708  -2.71674
H  0.80857  -1.81281  -4.62297
H  0.53952  -0.16074  -4.02074
H  -0.81484  -1.27856  -4.18874
H  2.60260  -3.17933  -3.09771
H  2.60694  -3.50921  -1.36061
H  3.24315  -1.97942  -1.95763
C  -2.67537  3.72625  0.73324
N  -2.14208  3.36994  2.04281
C  -2.68227  4.02814  3.23114
C  -1.19150  2.45237  2.12452
C  -0.67924  2.05114  3.47186
O  -0.73592  1.92947  1.07524
H  -3.63269  4.21995  0.86920
H  -2.81179  2.82369  0.13817
H  -1.99142  4.39582  0.20967
H  -3.26871  4.88310  2.91161
H  -1.87719  4.38701  3.86883
H  -3.32597  3.35019  3.79313
H  -1.49382  1.85046  4.16686
H  -0.08056  2.85417  3.90416
H  -0.06718  1.16014  3.36126
Cl  4.31223  5.27370  -0.25739
C  3.64045  4.06506  0.77055
C  3.92818  4.03447  2.12621
C  3.35681  3.02596  2.88228
C  2.52014  2.10886  2.26944
N  2.22703  2.14592  0.96234
C  2.79503  3.10629  0.22635
H  4.58369  4.77238  2.56446
H  3.55965  2.94497  3.94018
H  2.07076  1.30289  2.83304
H  2.59498  3.10844  -0.83390
N  4.10639  0.51392  -1.09789
C  3.18507  0.83997  -1.99255
O  1.97027  0.89447  -1.70987
C  3.64790  1.19975  -3.36992
I  3.88691  3.30876  -3.49420
H  3.79589  0.24681  -0.17371
H  5.08479  0.50522  -1.33376
H  2.89087  0.90155  -4.08996
H  4.60498  0.74887  -3.61845
C  2.81154  -2.02045  1.31016
C  1.96502  -0.85584  0.88559
O  1.06122  -0.49925  1.68790
H  2.99478  -2.00864  2.38576
H  3.73886  -2.12017  0.75116
H  2.21174  -2.91621  1.10235

Computed properties:
* calculated total energy: -170406.7483 eV
* HOMO-LUMO gap: 7.8746 eV
* HOMO level: -12.7 eV
* net charge: +2
* maximum force: 0.6 eV Å⁻¹
* LUMO: -4.83 eV

=====

No. 6
This record from the Open Molecules 2025 dataset describes a structure of composition C27H25N6O4S2Ti. The level of theory is ωB97M-V with the def2-TZVPD basis set.

CARTESIAN COORDINATES (ANGSTROEM)
Ti  0.27428  -0.45959  -0.77263
O  -3.50946  3.21135  -2.37571
C  -4.19135  2.15762  -1.89313
C  -5.57568  2.16215  -2.06340
C  -6.34041  1.10237  -1.61799
C  -5.74703  0.01093  -0.99472
C  -4.37780  0.00598  -0.81352
C  -3.58187  1.06881  -1.24311
C  -2.11802  0.98513  -0.99435
O  -1.66822  -0.01625  -0.32559
N  -1.37679  1.94860  -1.48525
N  -0.00826  1.68547  -1.30281
C  0.68185  2.76382  -1.25084
S  -0.07081  4.34794  -1.16323
C  1.48666  5.26636  -1.02948
C  2.53993  4.34876  -0.42779
S  2.43096  2.75095  -1.26282
H  -2.54732  3.00853  -2.26262
H  -6.02285  3.01097  -2.56341
H  -7.41336  1.12150  -1.76740
H  -6.34458  -0.82769  -0.66457
H  -3.87854  -0.83040  -0.34430
H  1.30186  6.11566  -0.37073
H  1.79543  5.63543  -2.00707
H  2.37707  4.21605  0.64370
H  3.54710  4.73549  -0.58268
O  0.48024  -0.90621  -2.60999
N  1.04435  -2.06916  -2.06752
C  0.17657  -3.12012  -2.16773
C  -1.19402  -3.02979  -2.47709
N  -2.33031  -3.00457  -2.69954
C  0.68497  -4.39024  -1.83244
N  1.08954  -5.43342  -1.52959
C  2.36738  2.87318  3.42365
C  1.12076  2.43567  2.92794
C  1.07544  1.50358  1.92745
C  2.25257  0.95480  1.35157
C  2.16172  0.03661  0.25636
C  3.36189  -0.43490  -0.23122
C  4.61207  -0.02248  0.27939
C  4.68936  0.88662  1.29596
C  3.49688  1.40095  1.86193
C  3.52258  2.36160  2.90373
H  2.40543  3.60921  4.21830
H  0.20163  2.83433  3.33874
H  0.10919  1.16828  1.55938
H  3.35600  -1.13497  -1.06376
H  5.52160  -0.42297  -0.15561
H  5.64579  1.22133  1.68202
H  4.48564  2.68905  3.28133
C  -1.99061  -3.66699  0.94675
N  -0.59816  -4.03301  1.18371
C  -0.25646  -5.43734  1.33437
C  0.30653  -3.05396  1.09989
C  1.77122  -3.31092  1.30646
O  -0.07585  -1.89883  0.84894
H  -2.61972  -4.51143  1.21904
H  -2.15456  -3.41160  -0.10245
H  -2.25508  -2.80129  1.55210
H  -1.02585  -6.02988  0.84318
H  -0.20449  -5.73162  2.38614
H  0.67989  -5.66125  0.83069
H  2.01975  -4.29316  1.69379
H  2.14059  -2.53409  1.97512
H  2.26274  -3.15694  0.34446

Computed properties:
* spin multiplicity: 3
* ⟨S²⟩: 2.013
* calculated total energy: -90323.5223 eV
* HOMO-LUMO gap (alpha / beta): 5.9374 / 7.5007 eV
* HOMO level (alpha / beta): -3.7 / -5.3 eV
* net charge: -1
* maximum force: 0.9 eV Å⁻¹
* LUMO (alpha / beta): 2.22 / 2.22 eV

=====

Which value of maximum force does entry 2 give?
5.6 eV Å⁻¹

=====

Among the records above, which one has the lowest maximum force?
C30H44BrClIN4O4Sb2Sc